{
  "formula": "C46H76GeN6O2P3SiTi",
  "method": "ωB97M-V/def2-TZVPD",
  "symbols": ["Ti", "C", "C", "C", "P", "C", "N", "Ge", "N", "C", "P", "C", "C", "C", "C", "C", "C", "C", "C", "C", "C", "C", "C", "N", "C", "C", "C", "C", "C", "C", "C", "C", "C", "C", "C", "C", "N", "C", "P", "C", "C", "C", "C", "C", "C", "C", "C", "C", "H", "H", "H", "H", "H", "H", "H", "H", "H", "H", "H", "H", "H", "H", "H", "H", "H", "H", "H", "H", "H", "H", "H", "H", "H", "H", "H", "H", "H", "H", "H", "H", "H", "H", "H", "H", "H", "H", "H", "H", "H", "H", "H", "H", "H", "H", "H", "H", "H", "H", "H", "H", "H", "H", "H", "H", "H", "H", "H", "H", "C", "C", "N", "O", "C", "C", "N", "O", "H", "H", "H", "H", "H", "H", "H", "C", "Si", "C", "C", "H", "H", "H", "H", "H", "H", "H", "H", "H"],
  "xyz": [[0.3347, -0.3074, -0.1481], [-2.9473, -2.6615, 2.3919], [-2.3440, -1.4882, 3.1714], [-3.2594, -1.0929, 4.3303], [-1.7991, -0.0898, 2.0761], [-1.1855, 1.0963, 3.3715], [-0.1637, 1.9851, 2.8444], [1.2746, 1.0733, 2.0188], [2.4210, 2.4847, 1.2761], [2.3728, 2.5854, -0.1570], [0.9397, 3.5456, -0.7081], [0.5597, 4.8664, 0.4455], [1.7690, 5.7212, 0.8352], [-0.6308, 5.6985, -0.0380], [1.1911, 4.0921, -2.4142], [1.6410, 2.9134, -3.2833], [2.1655, 5.2683, -2.5292], [3.6391, 2.7453, 1.9131], [4.8619, 3.0211, 1.3063], [6.0081, 3.1816, 2.0805], [5.9647, 3.0539, 3.4565], [4.7467, 2.7943, 4.0773], [3.6025, 2.6702, 3.3166], [2.3044, 2.4081, 3.8452], [1.3811, 3.5080, 3.8790], [1.7237, 4.7669, 4.3408], [0.7432, 5.7403, 4.4803], [-0.5739, 5.4310, 4.1679], [-0.9094, 4.1807, 3.6661], [0.0720, 3.2049, 3.4834], [2.1981, 1.5336, 4.9779], [2.2615, 1.9809, 6.2828], [2.1463, 1.0824, 7.3358], [1.9614, -0.2597, 7.0527], [1.8734, -0.7132, 5.7423], [1.9836, 0.1817, 4.6727], [1.8693, -0.1792, 3.3359], [1.7181, -1.5939, 3.0966], [1.6928, -2.0847, 1.3245], [1.2643, -3.8724, 1.5386], [-0.1965, -4.0518, 1.9428], [1.5529, -4.7007, 0.2918], [3.4899, -2.1032, 0.8503], [4.3523, -3.0663, 1.6662], [4.1009, -0.7022, 0.8821], [-3.3774, 0.7787, 1.6135], [-3.0995, 2.1698, 1.0457], [-4.2721, -0.0100, 0.6586], [-2.8017, -3.5921, 2.9435], [-2.5142, -2.7808, 1.3984], [-4.0217, -2.5302, 2.2729], [-1.3871, -1.8167, 3.5946], [-4.2274, -0.7449, 3.9651], [-2.8330, -0.3172, 4.9657], [-3.4507, -1.9644, 4.9600], [-0.8086, 0.5032, 4.2192], [-2.0388, 1.6689, 3.7454], [2.3073, 1.6139, -0.6762], [3.2456, 3.0791, -0.5903], [0.2558, 4.2928, 1.3269], [2.1036, 6.3612, 0.0212], [2.6065, 5.1174, 1.1840], [1.4670, 6.3636, 1.6625], [-0.3640, 6.3266, -0.8902], [-0.9438, 6.3568, 0.7729], [-1.4837, 5.0764, -0.3118], [0.1977, 4.4243, -2.7339], [2.6918, 2.6797, -3.1010], [1.5397, 3.1776, -4.3361], [1.0586, 2.0118, -3.1019], [3.1213, 5.0562, -2.0452], [1.7626, 6.1869, -2.1089], [2.3687, 5.4453, -3.5857], [4.9649, 3.0828, 0.2309], [6.9481, 3.3907, 1.5865], [6.8641, 3.1591, 4.0469], [4.6839, 2.6852, 5.1526], [2.7542, 4.9718, 4.6074], [1.0002, 6.7225, 4.8537], [-1.3494, 6.1742, 4.3032], [-1.9353, 3.9680, 3.3899], [2.3917, 3.0393, 6.4737], [2.1999, 1.4290, 8.3583], [1.8723, -0.9736, 7.8616], [1.7082, -1.7665, 5.5669], [0.7927, -1.9881, 3.5404], [2.5359, -2.1525, 3.5671], [1.9102, -4.2177, 2.3527], [-0.8553, -3.6721, 1.1607], [-0.4472, -3.5522, 2.8776], [-0.4088, -5.1145, 2.0742], [0.9396, -4.3657, -0.5443], [1.3029, -5.7445, 0.4890], [2.5974, -4.6626, -0.0155], [3.4753, -2.4442, -0.1894], [4.3802, -2.7867, 2.7207], [5.3796, -3.0222, 1.3002], [4.0243, -4.1022, 1.5936], [4.1579, -0.3144, 1.9004], [3.5298, 0.0054, 0.2781], [5.1146, -0.7353, 0.4777], [-3.9020, 0.9053, 2.5660], [-2.7547, 2.0930, 0.0176], [-2.3407, 2.7160, 1.6066], [-4.0237, 2.7525, 1.0470], [-4.7326, -0.8736, 1.1306], [-3.7123, -0.3550, -0.2112], [-5.0773, 0.6359, 0.3001], [-2.9008, -0.8057, -2.8950], [-1.8795, -0.2309, -1.9702], [-1.1404, -1.0636, -1.1371], [-1.6455, -2.3658, -0.9615], [-1.5031, 1.0686, -1.9196], [-2.0715, 2.1740, -2.7572], [-0.4395, 1.2937, -1.0242], [-0.3984, 2.6757, -0.6209], [-3.5480, -1.5081, -2.3707], [-2.4336, -1.3369, -3.7308], [-3.5268, -0.0195, -3.3102], [-1.3569, -2.8669, -1.7368], [-2.3072, 1.8207, -3.7607], [-1.3623, 2.9921, -2.8599], [-2.9842, 2.5905, -2.3238], [2.0247, -2.7947, -2.6018], [1.7646, -0.9457, -2.2801], [3.5122, -0.2161, -2.4810], [0.7786, -0.4872, -3.8422], [2.4320, -2.8858, -3.6140], [1.0875, -3.3562, -2.5854], [2.7232, -3.2867, -1.9279], [4.2381, -0.8259, -1.9374], [3.6393, 0.8105, -2.1333], [3.7961, -0.2407, -3.5370], [1.4781, -0.3357, -4.6696], [0.1232, 0.3797, -3.7895], [0.1494, -1.3406, -4.1114]],
  "forces_ev_per_a": [[-0.25, -0.34, 0.30], [-0.13, 0.06, -0.05], [0.00, -0.01, -0.01], [-0.01, 0.01, -0.01], [0.18, -0.06, -0.02], [0.00, -0.01, 0.02], [0.02, -0.01, 0.01], [-0.16, 0.07, -0.27], [0.11, -0.08, 0.08], [-0.02, -0.08, -0.06], [0.00, 0.04, -0.02], [-0.03, -0.01, 0.02], [-0.01, -0.01, 0.01], [0.00, 0.00, 0.00], [0.02, 0.00, -0.01], [-0.01, -0.02, 0.01], [0.01, -0.01, 0.00], [-0.03, -0.01, 0.05], [0.03, 0.00, 0.00], [0.00, 0.00, -0.02], [-0.01, -0.01, 0.03], [0.01, 0.02, -0.02], [-0.03, -0.03, -0.05], [0.01, 0.09, 0.08], [0.02, -0.06, 0.01], [-0.01, -0.01, -0.01], [0.01, 0.00, 0.00], [-0.02, 0.00, 0.00], [0.01, -0.01, -0.02], [-0.01, 0.02, 0.01], [-0.01, -0.02, -0.05], [0.00, -0.02, -0.01], [0.00, 0.02, 0.01], [-0.01, -0.01, 0.01], [0.00, 0.00, 0.01], [-0.03, 0.03, 0.01], [0.18, 0.06, 0.02], [-0.01, -0.02, -0.02], [0.13, 0.21, -0.06], [0.00, -0.01, 0.02], [0.13, -0.02, -0.07], [0.02, 0.00, 0.00], [-0.01, -0.05, 0.00], [-0.01, 0.00, 0.02], [-0.05, 0.04, 0.02], [-0.03, -0.01, 0.01], [0.03, 0.02, 0.00], [0.03, 0.00, -0.02], [-0.03, 0.01, -0.01], [-0.15, 0.08, 0.09], [-0.04, 0.04, 0.00], [-0.03, 0.03, 0.02], [0.00, -0.01, 0.00], [0.02, 0.01, 0.00], [0.01, 0.00, 0.00], [0.00, -0.01, 0.00], [0.00, 0.01, -0.01], [0.01, 0.02, 0.00], [-0.01, 0.06, 0.04], [0.00, 0.01, 0.01], [0.00, 0.01, -0.02], [0.01, -0.01, -0.01], [0.01, -0.01, 0.00], [0.00, -0.01, -0.01], [0.00, 0.00, 0.00], [0.00, 0.00, 0.01], [0.01, 0.01, 0.00], [-0.01, 0.00, 0.00], [0.01, 0.01, 0.00], [0.01, 0.04, 0.00], [0.00, 0.00, 0.00], [-0.01, 0.01, 0.01], [0.00, 0.01, 0.00], [-0.02, -0.01, -0.01], [0.00, 0.00, 0.00], [0.00, 0.00, 0.00], [0.00, 0.00, 0.00], [0.00, 0.00, 0.00], [0.01, 0.00, 0.00], [0.00, 0.00, 0.00], [0.00, 0.01, 0.01], [0.00, 0.01, 0.00], [0.00, 0.00, 0.00], [0.00, 0.00, 0.00], [0.00, 0.00, 0.01], [0.01, 0.00, -0.02], [0.01, 0.00, -0.01], [-0.02, -0.02, 0.01], [0.16, -0.07, 0.03], [0.05, -0.03, -0.05], [0.00, -0.01, 0.00], [-0.02, 0.01, -0.02], [0.01, 0.00, -0.01], [-0.01, 0.01, -0.02], [0.01, 0.02, 0.03], [0.01, 0.01, 0.00], [0.00, 0.00, -0.01], [-0.01, 0.00, 0.01], [0.00, 0.00, 0.02], [-0.01, 0.01, 0.02], [0.00, 0.00, 0.00], [0.00, -0.01, 0.00], [0.03, -0.01, -0.06], [-0.01, -0.01, -0.02], [0.01, 0.00, 0.00], [0.00, -0.06, 0.04], [0.00, 0.00, 0.01], [0.00, -0.01, 0.01], [-0.03, 0.03, -0.04], [-0.04, -0.03, -0.03], [-0.10, 0.14, -0.38], [-0.11, 0.03, 0.05], [0.06, 0.08, 0.11], [0.02, -0.02, -0.06], [-0.09, 0.03, 0.19], [0.01, -0.02, 0.03], [0.01, 0.00, 0.00], [0.01, -0.02, 0.03], [0.01, 0.00, 0.00], [0.06, -0.02, 0.01], [-0.02, -0.01, 0.02], [0.00, -0.02, -0.02], [0.01, 0.01, 0.02], [0.02, 0.00, -0.05], [0.09, -0.01, 0.10], [0.02, -0.04, -0.01], [0.01, -0.03, -0.03], [-0.01, -0.02, 0.00], [-0.01, 0.00, 0.01], [0.00, -0.02, 0.01], [-0.01, 0.02, -0.01], [-0.01, -0.01, -0.02], [-0.01, -0.02, 0.00], [-0.01, 0.00, -0.01], [0.01, -0.01, 0.02], [-0.01, 0.01, 0.01]],
  "mulliken_charge": [0.184, -1.906, 1.302, -1.697, 1.795, -2.579, 0.876, -0.493, 1.135, 0.503, 1.545, 1.199, -1.679, -1.752, 0.746, -1.593, -1.499, 0.539, -0.839, -1.029, -1.049, -0.142, -0.543, 1.444, 0.178, -0.061, -1.176, -0.997, -0.024, -0.576, -0.423, -0.080, -1.059, -0.893, -1.196, 0.745, 0.465, -2.921, 1.905, 0.172, -1.523, -1.488, 1.022, -1.785, -1.051, -0.006, -0.137, -1.701, 0.392, 0.309, 0.509, -0.012, 0.331, 0.282, 0.499, 0.526, 0.935, -2.898, 0.765, -0.931, 0.379, 0.257, 0.446, 0.389, 0.434, 0.291, 0.633, 0.278, 0.569, -0.121, 0.266, 0.381, 0.487, 0.531, 0.438, 0.450, 0.572, 0.498, 0.442, 0.474, 0.431, 0.526, 0.463, 0.397, 0.419, 1.065, 1.216, 0.683, 0.082, 0.361, 0.470, 0.104, 0.535, 0.308, 0.020, 0.313, 0.490, 0.393, 0.404, -0.705, 0.696, 0.877, -0.561, -0.565, 0.755, 0.334, 0.231, 0.464, -1.810, -0.205, 1.563, -0.576, -1.141, -1.218, 0.883, -0.008, 0.354, 0.301, 0.599, 0.325, 0.597, -0.195, 0.240, -1.453, 1.300, -1.383, -1.361, 0.556, 0.258, 0.408, 0.355, 0.062, 0.624, 0.642, 0.126, 0.293],
  "lumo_energy_ev": -2.66,
  "homo_lumo_gap_ev": 6.59,
  "total_charge": 1,
  "fmax_ev_per_a": 0.5,
  "energy_ev": -177341.88912,
  "molar_mass_g_mol": 986.64
}